1.
75
Properties=species:S:1:pos:R:3:forces:R:3:lowdin_charge:R:1 method="wB97M-V/def2-TZVPD" mol_weight_da=733.52 homo_ha=-0.506 orbital_gap_ev=7.067 charge=+2
N -0.710 3.237 -4.236 -0.04 0.02 -0.03 0.129
C -2.708 -1.453 -0.329 0.10 0.01 0.08 -0.151
N 6.794 -1.358 -4.566 0.06 -0.02 -0.04 0.089
H -2.010 -1.883 -1.047 -0.03 0.03 -0.03 0.117
C 3.571 -0.169 2.199 -0.04 -0.01 -0.03 -0.034
C -1.507 -0.805 3.863 -0.06 0.12 -0.18 -0.496
H -3.056 -1.400 1.774 0.05 -0.02 0.04 0.071
H 4.423 -0.651 1.737 0.00 0.02 -0.01 0.123
C -4.350 0.949 1.146 0.26 0.13 0.00 -0.507
H -2.180 3.711 -1.264 -0.02 0.02 -0.03 0.126
N 3.589 -0.107 3.525 0.03 0.01 0.04 0.133
H 0.626 1.401 3.890 0.01 -0.01 0.02 0.125
C -1.476 3.349 -2.004 0.11 0.05 0.06 -0.109
H 6.618 0.351 -5.686 -0.02 0.02 0.01 0.119
H 2.519 0.995 -3.799 0.01 -0.02 0.00 0.119
C -5.192 0.316 -1.002 0.01 -0.05 -0.04 -0.013
H -7.731 1.207 1.054 0.01 0.03 0.00 0.124
C -4.104 0.467 -0.145 -0.12 0.07 0.11 -0.265
C -1.148 -0.951 5.205 0.05 -0.02 -0.01 -0.119
C 1.486 0.961 3.401 -0.07 0.04 -0.03 -0.088
C 6.344 -2.051 -3.526 -0.02 0.05 -0.01 -0.110
C 3.591 -0.065 -0.790 0.02 -0.01 0.00 0.075
H -3.684 -1.907 -0.521 0.02 -0.02 -0.08 0.148
H -1.493 0.107 -2.233 -0.06 -0.05 0.00 0.081
C 6.219 -0.192 -4.838 -0.01 -0.03 0.03 -0.107
C -2.553 0.247 -2.015 -0.08 -0.05 -0.10 -0.080
C -0.715 -1.414 2.865 0.01 -0.02 0.15 -0.253
H 4.967 -2.232 -1.893 0.01 0.00 0.00 0.115
N -0.978 -1.258 1.448 0.17 0.09 -0.09 -0.219
H -5.043 -0.044 -2.010 -0.01 0.00 0.02 0.117
H -0.005 -2.989 0.636 -0.02 0.00 0.04 0.120
C 5.170 0.330 -4.094 -0.02 0.03 0.03 -0.003
H 6.833 -2.999 -3.335 -0.02 -0.01 0.01 0.118
H 2.605 0.556 5.208 -0.05 0.02 0.00 0.129
H 0.916 2.045 -4.570 0.01 -0.01 0.02 0.124
C -6.723 1.013 0.715 -0.01 -0.01 0.00 -0.039
S -3.066 1.463 2.282 -0.35 -0.21 0.15 0.520
C -6.483 0.593 -0.584 -0.01 0.03 0.02 -0.030
C 2.524 0.802 -2.737 -0.02 0.02 0.01 0.076
N -0.520 2.529 -1.582 0.13 0.03 -0.11 -0.017
C 0.244 2.421 -3.809 0.02 -0.03 0.02 -0.034
C -5.653 1.211 1.567 -0.05 0.02 -0.07 -0.086
H 1.038 -1.575 0.888 -0.08 -0.04 -0.04 0.065
C 2.568 0.480 4.129 0.06 -0.04 -0.04 -0.074
C 4.702 -0.396 -3.004 0.06 -0.02 -0.03 -0.180
H -2.839 1.261 -2.282 -0.02 -0.08 0.00 0.087
H -5.818 1.593 2.566 0.01 0.01 -0.01 0.115
H 1.535 -2.962 4.895 0.02 0.02 -0.03 0.124
C -2.310 -1.793 1.087 -0.21 0.06 -0.07 -0.158
C 0.695 -2.340 4.618 -0.02 -0.01 0.10 -0.053
C 5.308 -1.614 -2.714 -0.02 -0.01 0.02 -0.007
H -1.752 -0.452 5.953 0.01 -0.01 0.01 0.105
H 1.004 -2.674 2.558 -0.05 -0.02 0.06 0.108
N 1.466 0.889 2.077 0.04 -0.05 -0.08 0.010
H -0.111 -1.594 -0.443 0.01 -0.01 0.05 0.081
C 1.483 1.236 -1.933 0.07 -0.08 0.03 -0.184
H 0.177 -1.834 6.640 -0.02 0.01 0.01 0.123
C 3.591 0.108 -2.173 -0.04 0.02 0.00 -0.105
H 4.761 1.300 -4.344 0.01 0.00 -0.02 0.117
C 0.043 -1.897 0.593 0.00 0.08 -0.11 -0.082
H -3.112 -0.451 -2.642 0.00 0.00 0.01 0.102
N 1.465 0.988 -0.613 -0.12 -0.02 -0.03 0.039
H -7.304 0.476 -1.279 0.00 -0.04 0.01 0.123
Sn -0.662 1.225 0.660 0.17 0.07 0.13 1.390
C 2.521 0.351 1.449 0.06 -0.01 0.15 -0.210
S -3.089 0.032 3.771 0.06 -0.09 0.04 0.694
H 4.448 -0.524 -0.319 -0.01 0.01 0.01 0.122
C 0.378 -2.174 3.280 0.02 -0.02 -0.02 -0.031
N -2.784 0.017 -0.573 0.02 -0.10 0.00 -0.210
C -0.066 -1.720 5.593 0.02 -0.02 -0.01 -0.052
C 0.369 2.068 -2.467 -0.10 0.12 -0.04 -0.208
H -2.306 -2.883 1.202 0.04 0.01 0.02 0.154
H -2.318 4.406 -3.694 -0.02 0.01 0.04 0.127
C -1.558 3.721 -3.339 0.05 -0.01 -0.04 -0.070
C 2.525 0.398 -0.040 -0.02 0.03 -0.06 -0.202



2.
69
Properties=species:S:1:pos:R:3:forces:R:3:lowdin_charge:R:1 method="wB97M-V/def2-TZVPD" mol_weight_da=695.70 homo_ha=-0.423 orbital_gap_ev=6.195 charge=+1
C 0.750 0.341 4.056 0.01 0.10 -0.11 -0.153
H 0.064 0.904 -3.469 0.04 -0.05 0.01 0.086
H -5.096 0.321 5.906 0.01 0.00 0.00 0.109
H -0.433 -2.235 3.593 -0.01 0.04 0.02 0.131
H -3.169 -0.873 6.903 0.01 0.00 -0.01 0.110
H 6.868 1.271 2.354 -0.01 0.00 -0.01 0.108
C -0.405 1.223 -2.539 0.07 -0.01 -0.03 -0.154
C 3.205 1.549 -4.726 -0.01 -0.01 -0.01 -0.063
C -1.888 -0.516 5.227 0.07 -0.01 -0.01 -0.026
H 7.243 0.983 -0.076 -0.01 0.00 0.01 0.110
H 0.147 2.077 -2.149 0.02 0.01 0.04 0.069
C -0.349 -1.564 2.741 -0.14 0.00 0.17 -0.050
C 0.908 -1.867 2.007 0.12 -0.08 -0.19 -0.214
O 1.494 1.376 -0.410 0.11 -0.23 -0.25 -0.254
C 3.134 3.601 -3.483 -0.01 -0.02 0.00 -0.053
H 3.306 1.021 -5.665 0.01 0.01 0.01 0.110
O -0.502 0.725 2.048 -0.31 -0.30 -0.54 -0.297
C -4.163 0.245 5.364 0.00 0.00 0.00 -0.074
C 2.835 1.274 5.671 -0.01 -0.01 -0.03 -0.081
H 3.404 3.490 -5.611 0.00 0.00 0.01 0.109
C 2.942 -3.094 1.718 0.03 -0.03 -0.01 0.016
N 1.191 -1.183 0.882 0.07 0.30 -0.05 0.043
C 5.156 0.942 -0.550 0.00 -0.03 0.01 -0.018
H 2.873 3.406 -1.365 0.00 -0.01 -0.01 0.130
H 0.500 2.392 3.488 0.00 0.01 0.00 0.124
C -4.035 0.823 4.112 0.02 0.02 -0.04 -0.063
H -4.868 1.356 3.673 0.01 0.00 0.00 0.109
H 3.080 -0.775 6.257 -0.01 0.00 -0.01 0.110
H 5.327 0.833 -1.615 0.00 0.00 0.01 0.124
H 3.638 1.636 6.300 -0.01 0.00 0.00 0.110
C -1.757 0.056 3.964 0.00 0.08 -0.03 -0.150
H 1.551 -3.405 3.327 0.00 0.00 0.00 0.130
C 3.016 0.829 -3.551 -0.05 0.05 -0.02 -0.039
C 6.025 1.192 1.680 0.01 0.00 -0.03 -0.071
C 2.672 0.783 -1.008 -0.04 0.22 0.24 -0.408
C 3.258 2.932 -4.696 0.00 0.01 0.03 -0.068
C 4.731 1.270 2.171 -0.04 0.00 0.00 -0.054
H 3.388 -1.123 -1.622 -0.01 -0.02 -0.05 0.134
H -1.046 -1.020 5.687 0.00 0.00 0.01 0.113
C 6.235 1.030 0.316 -0.01 0.00 0.02 -0.060
C 3.184 -2.389 0.552 0.01 -0.03 0.05 0.033
C -0.435 -0.101 3.193 0.00 -0.02 0.27 -0.443
C 3.855 1.009 -0.059 -0.17 -0.05 0.01 -0.161
C 1.485 -0.537 4.846 -0.03 -0.05 -0.03 -0.042
H -1.228 -1.758 2.116 0.06 -0.01 -0.08 0.149
H 2.333 3.217 4.908 0.00 -0.02 0.00 0.113
Pt 0.013 0.322 0.241 0.57 0.16 0.14 1.625
H -1.431 1.534 -2.742 -0.03 -0.08 0.03 0.088
H 3.644 -3.844 2.058 0.00 0.01 0.00 0.131
C 2.104 2.159 4.889 -0.01 0.00 -0.02 -0.064
O -0.440 0.121 -1.625 -0.44 0.19 0.34 -0.407
C -3.083 -0.426 5.922 0.00 0.01 -0.01 -0.062
C 2.884 1.494 -2.340 0.02 -0.04 0.13 -0.191
C -2.837 0.730 3.412 -0.03 0.00 0.03 -0.021
H 1.251 -1.595 4.863 0.00 0.04 0.02 0.102
C 1.072 1.696 4.087 0.01 0.00 0.03 -0.019
H 4.551 1.410 3.230 0.01 0.00 -0.01 0.095
C 2.477 -0.726 -1.177 0.09 0.06 -0.03 -0.059
H -2.747 1.196 2.442 -0.01 0.00 0.00 0.107
C 2.523 -0.076 5.646 -0.01 0.01 0.01 -0.061
C 2.282 -1.434 0.126 -0.05 -0.17 0.01 -0.206
C 3.647 1.178 1.306 0.07 0.03 0.02 -0.020
H 2.644 1.262 1.705 0.01 0.00 -0.02 0.095
H 1.643 -0.942 -1.851 -0.04 0.03 0.08 0.128
C 2.955 2.886 -2.312 0.02 0.00 -0.05 -0.021
C 1.787 -2.846 2.434 0.02 -0.05 -0.06 0.016
H 2.968 -0.251 -3.609 0.01 0.00 0.01 0.112
H 4.071 -2.565 -0.039 -0.01 -0.01 0.01 0.135
H 3.183 4.682 -3.451 0.00 -0.01 0.00 0.111



3.
80
Properties=species:S:1:pos:R:3:forces:R:3:lowdin_charge:R:1 method="wB97M-V/def2-TZVPD" mol_weight_da=999.05 homo_ha=-0.104 orbital_gap_ev=6.822 charge=-2
C 1.134 -0.118 2.827 -0.07 0.11 0.11 -0.120
C -3.703 0.136 -5.289 -0.05 -0.03 -0.04 -0.097
H 6.204 -4.784 -1.285 0.02 0.00 0.00 0.092
H -3.457 6.725 0.680 0.00 0.00 0.00 0.091
H 0.709 0.829 -3.501 0.00 -0.01 0.01 0.101
Sb -3.743 -1.137 0.566 -0.44 0.02 0.19 -0.143
C 1.665 -2.825 -5.175 -0.01 0.02 -0.04 -0.103
S -3.709 1.138 0.691 0.02 0.07 -0.01 -0.074
C -3.565 5.681 -1.191 -0.03 0.04 -0.01 -0.105
C -2.724 0.796 -4.564 0.09 0.00 0.02 -0.095
O 1.134 -0.737 -0.899 -0.37 0.63 0.11 -0.263
O -0.296 0.969 1.309 0.18 0.09 -0.39 -0.252
C 3.191 -4.114 1.024 -0.10 0.06 0.03 -0.126
C 4.482 -4.032 1.528 0.05 0.00 0.03 -0.102
H 4.635 -3.774 2.569 0.01 0.00 0.01 0.096
Si -1.651 2.175 -2.330 -0.01 0.07 0.02 0.599
C -2.266 4.941 0.689 0.03 -0.03 0.04 -0.077
C -4.297 1.209 -2.803 0.05 0.10 0.11 -0.131
C -4.981 0.008 -4.766 -0.02 -0.02 -0.02 -0.097
S 0.026 -3.602 0.261 -0.21 0.24 -0.08 0.198
H -1.004 4.747 -3.776 -0.02 -0.02 0.02 0.093
H 2.470 3.764 -6.059 0.00 0.00 0.00 0.092
H 0.614 -5.641 -3.599 0.00 -0.01 0.00 0.050
C 1.023 -4.649 -3.743 -0.12 -0.05 0.07 -0.114
C 0.499 1.176 2.311 0.24 0.07 0.03 -0.596
H 0.126 1.507 -1.166 -0.03 -0.02 -0.09 0.052
C -3.144 4.573 -1.911 -0.03 -0.01 -0.07 -0.110
C 2.972 -4.442 -0.308 -0.03 -0.05 -0.04 -0.374
C 0.696 1.830 -3.920 -0.04 -0.08 0.05 -0.088
H 0.732 5.392 -5.380 0.01 0.02 -0.01 0.093
S -2.455 -1.534 -1.418 0.09 0.04 0.04 -0.024
H 3.914 -4.948 -2.168 -0.02 -0.01 -0.01 0.107
H 3.130 0.198 1.492 -0.02 -0.06 0.00 0.137
H 2.491 -1.109 -4.179 0.03 0.03 0.01 0.091
S -5.608 -2.378 0.785 -0.05 -0.06 -0.04 -0.262
C -5.278 0.552 -3.524 -0.05 -0.03 -0.04 -0.080
C 1.426 -3.930 -2.626 -0.08 0.05 -0.02 -0.369
H 6.578 -4.205 1.097 0.00 0.01 0.00 0.089
H -1.728 0.879 -4.985 0.02 0.01 0.01 0.094
H -4.524 1.589 -1.813 0.00 -0.01 0.00 0.034
O 0.760 2.262 2.786 -0.07 -0.11 0.20 0.071
C 5.361 -4.598 -0.631 0.04 0.01 0.02 -0.100
H 2.445 1.477 -5.102 0.02 0.01 -0.01 0.094
H -1.934 5.062 1.712 0.00 0.01 0.01 0.105
C 1.963 -2.658 -2.800 0.22 -0.05 0.20 -0.094
H -3.466 -0.289 -6.257 0.01 -0.01 0.00 0.094
H -4.249 6.391 -1.641 0.00 0.01 0.01 0.091
C 1.138 -4.098 -5.011 0.01 0.03 -0.07 -0.098
C -3.121 5.867 0.110 -0.03 0.06 0.03 -0.104
H -1.211 3.098 0.447 0.01 0.01 0.01 0.082
C -1.846 3.835 -0.033 0.04 -0.06 -0.05 -0.107
H 3.128 -1.423 0.713 0.04 0.08 -0.07 0.121
C 1.683 2.195 -4.823 0.02 -0.04 0.00 -0.086
O -0.778 1.160 -1.308 0.25 -0.02 0.10 -0.295
H 2.285 -2.094 -1.934 -0.01 -0.18 -0.21 0.088
C 1.696 3.474 -5.357 0.03 0.03 -0.04 -0.106
P 1.252 -4.648 -0.945 0.14 0.02 0.02 0.019
C 2.534 -0.535 0.945 0.16 0.07 0.00 -0.077
Zr -0.682 -0.733 0.148 -0.40 -1.11 -0.10 1.105
H 0.810 -4.664 -5.874 -0.01 -0.01 -0.02 0.092
C 0.722 4.386 -4.978 0.02 0.01 -0.01 -0.101
C -0.301 2.730 -3.532 -0.10 -0.06 0.08 -0.206
H 0.400 -0.647 3.439 0.03 0.05 0.00 0.109
O 2.240 1.206 -0.721 0.15 -0.10 -0.21 0.082
S -1.971 -1.719 2.083 0.19 0.01 -0.09 -0.077
H -5.744 -0.525 -5.320 -0.01 -0.01 -0.01 0.094
C 2.083 -2.106 -4.063 -0.04 -0.01 -0.08 -0.082
H -3.520 4.426 -2.918 0.00 -0.02 -0.03 0.103
H 1.746 -2.392 -6.164 0.00 0.00 -0.01 0.091
C 5.571 -4.272 0.704 0.03 -0.01 0.00 -0.113
H 2.037 0.089 3.404 -0.06 0.03 -0.01 0.128
C 1.984 0.077 -0.346 0.17 0.06 0.52 -0.610
O 1.424 -0.985 1.733 -0.08 0.04 -0.09 -0.236
C -0.261 4.014 -4.073 -0.06 0.10 -0.02 -0.084
H -6.267 0.436 -3.100 -0.02 0.00 0.01 0.104
H 2.335 -3.901 1.654 0.00 -0.01 -0.01 0.070
C -2.274 3.639 -1.349 0.07 -0.12 -0.02 -0.242
C -2.998 1.328 -3.303 0.07 0.07 0.01 -0.250
S 0.844 -6.575 -1.092 0.13 0.01 0.05 0.113
C 4.071 -4.686 -1.128 -0.03 -0.04 -0.07 -0.094